Record 1
133
Properties=species:S:1:pos:R:3:mulliken_charge:R:1 method="wB97M-V/def2-TZVPD" charge=+1 total_energy_ev=-116309.605 e_above_lowest_ev=2.2991 homo_ev="-9.27 / -9.27" orbital_gap_ev="7.33 / 4.10" multiplicity=6
Ag 0.055 3.488 1.752 0.52
Fe -0.298 -3.322 1.254 1.15
N 0.092 -0.093 0.723 0.29
O 0.297 0.872 1.388 0.22
O -0.248 0.038 -0.441 -0.61
O 0.050 -1.225 1.252 -0.31
N -3.530 -3.124 1.136 0.70
O -3.692 -3.783 0.115 -0.57
O -4.560 -2.694 1.734 -0.61
O -2.343 -2.860 1.468 -0.37
N 2.812 -4.101 0.926 0.44
O 1.694 -3.611 1.089 -0.08
O 3.007 -5.045 0.191 -0.63
O 3.738 -3.713 1.645 -0.55
C -3.543 4.154 4.443 -1.57
C -2.050 3.918 4.113 0.28
C -1.514 2.526 4.294 -0.77
O -0.187 2.498 3.864 0.26
C 0.616 1.455 4.466 -0.62
N -1.997 4.212 2.668 -0.27
H -3.915 5.043 3.935 0.41
H -3.743 4.331 5.500 0.43
H -4.201 3.333 4.160 0.31
H -1.522 4.659 4.714 0.22
H -2.221 1.899 3.751 -0.09
H -1.524 2.264 5.352 0.51
H 0.232 0.979 5.368 0.45
H 1.582 1.934 4.618 0.22
H 0.667 0.616 3.771 -0.28
H -2.629 3.553 2.237 0.31
H -2.430 5.119 2.565 0.22
C -0.283 -7.070 3.217 -1.43
C -0.626 -5.624 2.871 0.24
C 0.274 -4.701 3.652 -1.12
O -0.113 -3.337 3.316 -0.16
C 0.002 -2.436 4.371 -0.35
N -0.718 -5.502 1.456 -0.31
H -0.697 -7.232 4.212 0.43
H 0.803 -7.125 3.132 0.41
H -0.783 -7.643 2.436 0.40
H -1.597 -5.366 3.295 0.37
H 1.304 -4.863 3.333 0.25
H 0.345 -4.794 4.735 0.70
H 0.169 -1.406 4.058 -0.32
H 0.883 -2.632 4.983 0.47
H -0.883 -2.310 4.995 0.30
H -1.299 -6.289 1.205 0.34
H 0.154 -5.875 1.110 0.39
C -2.954 1.512 -4.499 -0.88
C -2.532 0.071 -4.805 0.84
C -2.455 -0.278 -6.275 -0.94
O -3.654 -0.091 -6.947 -0.34
C -3.628 -0.281 -8.334 -0.83
N -1.296 -0.103 -4.122 -0.62
H -2.876 1.854 -3.467 -0.25
H -4.021 1.607 -4.698 0.46
H -2.291 2.221 -4.994 0.35
H -3.119 -0.627 -4.209 0.32
H -2.286 -1.354 -6.249 0.34
H -1.604 0.278 -6.668 0.43
H -4.584 -0.060 -8.808 0.29
H -3.426 -1.248 -8.794 0.32
H -2.864 0.318 -8.830 0.35
H -1.080 -1.087 -4.187 0.13
H -1.481 0.019 -3.137 0.09
C -1.555 -4.728 -2.188 -1.80
C -0.270 -4.244 -1.604 0.74
C 0.761 -3.637 -2.623 -1.28
O 0.117 -2.866 -3.621 -0.21
C 0.888 -2.705 -4.802 -0.76
N -0.712 -3.103 -0.824 0.90
H -2.206 -5.370 -1.594 0.43
H -1.256 -5.347 -3.035 0.49
H -2.109 -3.890 -2.610 0.40
H 0.158 -4.998 -0.944 0.02
H 1.159 -4.453 -3.225 0.80
H 1.527 -3.202 -1.981 0.19
H 0.293 -2.091 -5.478 0.16
H 1.267 -3.675 -5.123 0.47
H 1.695 -1.987 -4.653 0.22
H -1.697 -3.298 -0.935 -0.01
H -0.517 -2.294 -1.397 -0.12
C 4.504 3.574 1.439 -1.51
C 3.138 3.703 2.127 1.01
C 2.854 5.080 2.785 -1.12
O 1.553 4.994 3.429 -0.05
C 1.260 6.278 4.146 -0.73
N 2.152 3.403 1.083 0.04
H 5.057 4.513 1.433 0.44
H 4.659 3.299 0.396 0.32
H 5.048 2.913 2.115 0.39
H 2.969 2.921 2.868 -0.04
H 2.818 5.926 2.098 0.44
H 3.610 5.222 3.558 0.42
H 0.233 6.168 4.497 0.10
H 1.235 7.180 3.536 0.34
H 1.944 6.456 4.976 0.33
H 2.266 4.166 0.432 0.24
H 2.482 2.650 0.496 -0.38
C -1.847 3.942 -2.146 -1.74
C -1.697 3.581 -0.658 0.40
C -2.665 2.428 -0.327 -0.77
O -2.547 1.967 1.061 0.04
C -3.380 0.816 1.392 -0.71
N -0.240 3.356 -0.521 -0.19
H -1.565 4.984 -2.300 0.41
H -2.872 3.763 -2.473 0.52
H -1.206 3.403 -2.844 0.39
H -1.899 4.346 0.093 0.11
H -2.546 1.635 -1.064 0.20
H -3.652 2.807 -0.591 0.51
H -3.193 0.569 2.437 0.28
H -3.045 -0.058 0.833 0.02
H -4.448 0.963 1.234 0.36
H -0.118 2.544 -1.108 -0.15
H 0.246 4.027 -1.099 0.34
C 3.957 -0.619 0.537 -1.19
C 3.999 0.274 -0.727 0.74
C 4.450 -0.599 -1.904 -0.45
O 4.778 0.250 -2.960 -0.35
C 5.271 -0.359 -4.113 -0.77
N 2.726 0.975 -0.967 -0.10
H 4.927 -1.093 0.688 0.63
H 3.214 -1.413 0.608 -0.18
H 3.866 -0.026 1.447 0.29
H 4.784 1.011 -0.556 0.17
H 3.713 -1.260 -2.361 -0.14
H 5.295 -1.242 -1.657 0.42
H 4.406 -0.669 -4.700 0.24
H 6.157 -0.975 -3.955 0.34
H 5.725 0.482 -4.636 0.27
H 1.940 0.341 -0.980 -0.44
H 2.663 1.430 -1.866 0.33

=====

Record 2
136
Properties=species:S:1:pos:R:3:mulliken_charge:R:1 method="wB97M-V/def2-TZVPD" charge=-2 total_energy_ev=-89555.469 e_above_lowest_ev=2.2435 homo_ev="-2.09 / -2.08" orbital_gap_ev="5.54 / 4.40" multiplicity=2
Ag -0.251 0.121 -0.360 2.44
N 1.578 -2.840 -1.226 0.49
O 2.651 -2.467 -1.749 -0.56
O 0.726 -1.869 -1.122 -0.58
O 1.363 -3.972 -0.827 -0.73
N 2.433 1.263 -2.404 0.69
O 1.641 1.226 -1.503 -0.63
O 3.214 2.184 -2.589 -0.85
O 2.606 0.204 -3.078 -0.59
N 2.121 0.535 1.419 0.41
O 3.050 1.285 1.675 -0.76
O 0.954 0.922 1.475 -0.39
O 2.241 -0.552 0.968 -0.52
N -0.826 -0.372 -3.915 0.33
O 0.122 -0.817 -4.577 -0.69
O -1.887 -0.164 -4.449 -0.76
O -0.715 -0.025 -2.770 0.36
C 3.960 5.541 -1.307 -1.49
C 3.247 4.968 -0.137 0.58
C 1.706 5.309 -0.227 -0.91
O 0.977 4.221 0.402 -0.03
C 0.986 4.130 1.850 -0.60
N 3.459 3.550 0.006 -0.41
H 3.714 4.941 -2.183 0.20
H 5.047 5.518 -1.226 0.32
H 3.726 6.591 -1.480 0.39
H 3.506 5.487 0.786 0.26
H 1.464 5.383 -1.287 0.23
H 1.428 6.327 0.048 0.39
H 0.176 3.494 2.206 -0.16
H 0.859 5.039 2.438 0.39
H 1.933 3.769 2.250 0.38
H 2.586 3.192 0.366 -0.04
H 3.435 3.150 -0.921 0.26
C -3.038 1.735 6.665 -1.52
C -1.747 1.810 5.749 0.88
C -1.864 1.370 4.253 -0.48
O -2.429 0.067 4.000 -0.03
C -3.856 -0.055 3.910 -0.80
N -1.225 3.184 5.759 -0.77
H -2.971 2.422 7.508 0.40
H -3.229 0.768 7.131 0.27
H -3.827 1.973 5.952 0.34
H -1.033 1.222 6.325 0.32
H -0.859 1.278 3.840 -0.08
H -2.344 2.164 3.681 0.36
H -4.213 0.336 2.957 0.22
H -4.299 0.317 4.833 0.28
H -4.185 -1.086 3.786 0.24
H -1.055 3.477 6.710 0.29
H -0.302 3.006 5.389 0.25
C 2.544 -2.245 3.779 -1.01
C 4.068 -2.263 3.546 0.82
C 4.860 -3.315 4.376 -1.07
O 6.282 -3.336 4.363 -0.34
C 6.958 -2.743 5.416 -0.67
N 4.268 -2.417 2.145 -0.76
H 2.303 -2.156 4.838 0.49
H 1.998 -3.087 3.354 0.26
H 2.019 -1.362 3.413 0.07
H 4.487 -1.300 3.841 0.21
H 4.649 -4.304 3.968 0.24
H 4.530 -3.289 5.415 0.42
H 8.012 -2.767 5.139 0.23
H 6.740 -3.220 6.371 0.27
H 6.579 -1.724 5.496 0.29
H 3.690 -1.793 1.601 0.29
H 3.671 -3.199 1.918 0.32
C -2.759 3.535 0.704 -1.74
C -2.156 2.202 0.495 2.05
C -3.171 1.136 -0.037 -1.91
O -2.473 -0.077 -0.568 1.11
C -3.347 -0.859 -1.345 -1.13
N -1.071 2.301 -0.495 2.22
H -2.076 4.214 1.215 0.33
H -3.652 3.553 1.329 0.41
H -3.074 4.030 -0.214 0.23
H -1.687 1.813 1.399 -0.85
H -3.740 1.542 -0.873 0.60
H -3.960 0.881 0.671 0.68
H -3.786 -0.346 -2.201 0.31
H -4.208 -1.242 -0.796 0.29
H -2.799 -1.717 -1.735 -0.01
H -0.518 3.146 -0.493 -0.43
H -1.550 2.373 -1.381 -1.13
C -0.928 -4.141 -4.476 -1.14
C 0.083 -5.282 -4.403 0.80
C 0.244 -6.023 -5.701 -0.80
O -0.837 -6.906 -5.935 -0.31
C -0.849 -7.382 -7.298 -0.79
N 1.355 -4.730 -3.969 -0.62
H -0.781 -3.512 -3.598 -0.01
H -1.945 -4.482 -4.671 0.43
H -0.680 -3.403 -5.239 0.29
H -0.364 -6.046 -3.768 0.20
H 1.117 -6.662 -5.564 0.31
H 0.532 -5.299 -6.462 0.37
H -1.894 -7.634 -7.478 0.29
H -0.069 -8.099 -7.552 0.28
H -0.638 -6.562 -7.983 0.34
H 1.173 -4.434 -3.021 0.05
H 2.003 -5.455 -3.694 0.29
C -0.940 -2.694 3.169 -1.87
C -0.690 -2.530 1.667 0.69
C -1.622 -3.362 0.825 -0.92
O -2.947 -2.988 1.138 -0.34
C -3.920 -3.727 0.498 -1.02
N -1.008 -1.146 1.388 1.21
H -0.386 -2.083 3.882 0.32
H -0.676 -3.736 3.346 0.59
H -1.996 -2.581 3.413 0.34
H 0.343 -2.713 1.370 0.16
H -1.656 -4.369 1.242 0.64
H -1.569 -3.238 -0.257 0.18
H -4.956 -3.421 0.643 0.28
H -3.941 -4.718 0.952 0.34
H -3.817 -3.739 -0.587 0.37
H -1.974 -1.404 1.245 0.06
H -0.990 -0.752 2.318 -1.18
C -2.487 4.785 -2.944 -1.66
C -2.036 3.546 -3.737 0.36
C -0.558 3.358 -3.879 -0.04
O -0.030 4.349 -4.757 -0.54
C 1.367 4.166 -4.957 -0.19
N -2.573 2.378 -3.030 -0.41
H -3.520 4.773 -2.596 0.45
H -2.441 5.709 -3.521 0.45
H -1.952 4.993 -2.017 0.14
H -2.421 3.675 -4.748 0.55
H -0.211 2.349 -4.103 0.52
H -0.077 3.574 -2.925 -0.33
H 1.836 4.387 -3.999 -0.13
H 1.677 4.930 -5.670 0.27
H 1.673 3.224 -5.413 0.32
H -1.927 1.688 -3.385 -0.58
H -3.478 2.143 -3.412 0.36

=====

Record 3
138
Properties=species:S:1:pos:R:3:mulliken_charge:R:1 method="wB97M-V/def2-TZVPD" total_energy_ev=-133846.377 e_above_lowest_ev=0.6672 homo_ev=-8.77 orbital_gap_ev=1.67
Pb -5.979 0.619 -1.367 1.62
N -8.977 3.804 -3.855 -0.23
S -8.690 5.151 -4.459 1.04
O -9.171 6.329 -3.727 -0.55
O -8.578 5.241 -5.958 -0.56
F -7.127 5.143 -4.003 -0.32
S -10.518 3.628 -4.554 1.07
O -10.540 2.592 -5.573 -0.56
O -11.413 4.767 -4.616 -0.49
F -11.051 2.721 -3.326 -0.29
N -1.198 1.392 0.041 -0.20
S 0.022 0.267 0.038 1.07
O 0.600 -0.052 1.331 -0.52
O 0.856 0.198 -1.123 -0.52
F -1.052 -0.993 -0.103 -0.33
S -0.286 2.608 0.144 1.03
O 0.149 3.225 -1.102 -0.56
O 0.494 2.771 1.368 -0.53
F -1.477 3.605 0.453 -0.31
C 7.116 2.487 4.584 -1.33
C 6.450 3.634 5.334 0.50
C 6.475 4.902 4.524 -0.73
O 6.478 6.119 5.225 -0.36
C 6.702 7.216 4.290 -0.64
N 5.098 3.250 5.801 -0.70
H 8.058 2.871 4.194 0.37
H 6.483 1.932 3.891 0.34
H 7.453 1.730 5.292 0.36
H 7.009 3.829 6.249 0.21
H 5.647 4.936 3.817 0.31
H 7.398 4.843 3.947 0.34
H 6.434 8.147 4.790 0.25
H 5.979 7.052 3.491 0.29
H 7.719 7.122 3.908 0.27
H 4.597 2.674 5.139 0.27
H 4.472 4.031 5.666 0.25
C 5.294 9.385 -5.070 -1.33
C 4.598 8.746 -3.821 0.38
C 3.686 9.707 -3.081 -0.64
O 3.146 9.097 -1.947 -0.28
C 2.508 9.915 -0.988 -0.81
N 3.812 7.629 -4.459 -0.75
H 6.180 8.757 -5.166 0.32
H 5.674 10.386 -4.866 0.37
H 4.806 9.681 -5.999 0.37
H 5.380 8.351 -3.173 0.31
H 2.925 10.149 -3.723 0.29
H 4.360 10.531 -2.846 0.32
H 2.750 10.967 -0.837 0.33
H 2.573 9.482 0.010 0.27
H 1.438 9.974 -1.186 0.31
H 3.157 7.981 -5.143 0.26
H 3.190 7.262 -3.753 0.29
C -4.346 -8.568 4.511 -1.54
C -3.503 -8.394 3.269 0.47
C -2.589 -9.618 2.882 -0.66
O -1.849 -9.515 1.668 -0.35
C -0.869 -8.469 1.757 -0.66
N -4.291 -8.228 2.095 -0.63
H -4.999 -9.438 4.447 0.35
H -4.863 -7.630 4.717 0.35
H -3.843 -8.681 5.471 0.38
H -2.726 -7.634 3.356 0.23
H -3.242 -10.459 2.645 0.29
H -1.927 -9.946 3.683 0.37
H -1.345 -7.489 1.812 0.30
H -0.373 -8.582 0.793 0.25
H -0.172 -8.718 2.557 0.29
H -5.009 -8.928 1.976 0.26
H -3.767 -8.152 1.235 0.30
C 7.865 -0.282 -7.000 -1.33
C 6.973 -0.682 -5.798 0.70
C 7.284 -1.976 -4.975 -0.86
O 7.736 -2.987 -5.909 -0.31
C 8.147 -4.206 -5.290 -0.73
N 6.840 0.428 -4.886 -0.72
H 7.350 0.597 -7.390 0.37
H 7.982 -0.938 -7.863 0.31
H 8.872 -0.026 -6.671 0.33
H 5.991 -0.877 -6.230 0.11
H 6.509 -2.337 -4.298 0.41
H 8.064 -1.719 -4.258 0.41
H 7.303 -4.425 -4.636 0.28
H 8.982 -3.905 -4.656 0.30
H 8.407 -5.172 -5.723 0.28
H 6.167 0.423 -4.133 0.23
H 6.610 1.263 -5.406 0.22
C -6.275 -0.515 4.381 -1.36
C -7.684 -0.612 3.705 0.26
C -8.435 0.785 3.636 -0.79
O -7.640 1.665 2.778 -0.27
C -8.167 3.009 2.681 -0.79
N -7.538 -1.268 2.483 -0.60
H -5.561 0.174 3.929 0.32
H -5.720 -1.449 4.473 0.37
H -6.216 -0.158 5.409 0.37
H -8.318 -1.245 4.326 0.32
H -8.505 1.193 4.644 0.38
H -9.467 0.717 3.292 0.41
H -8.389 3.346 3.694 0.30
H -9.102 3.061 2.122 0.32
H -7.467 3.678 2.181 0.25
H -8.439 -1.641 2.217 0.28
H -7.097 -2.133 2.759 0.29
C 2.703 -4.426 7.664 -1.24
C 4.085 -5.068 7.814 0.22
C 4.647 -5.986 6.622 -0.69
O 4.974 -5.293 5.456 -0.34
C 5.703 -6.055 4.504 -0.79
N 4.985 -3.956 8.140 -0.70
H 2.110 -5.283 7.344 0.30
H 2.600 -3.556 7.015 0.37
H 2.443 -4.188 8.695 0.36
H 4.015 -5.676 8.716 0.30
H 3.734 -6.538 6.396 0.29
H 5.493 -6.602 6.925 0.45
H 6.713 -6.070 4.913 0.34
H 5.836 -5.446 3.610 0.27
H 5.268 -6.992 4.157 0.29
H 5.928 -4.211 7.885 0.26
H 4.687 -3.251 7.480 0.30
C -7.457 -3.569 -6.947 -1.59
C -6.523 -2.750 -6.081 0.43
C -5.808 -1.612 -6.835 -0.80
O -4.956 -0.938 -5.932 -0.31
C -4.100 0.031 -6.549 -0.74
N -7.351 -2.162 -5.114 -0.62
H -7.008 -4.467 -7.371 0.31
H -7.843 -2.882 -7.700 0.41
H -8.412 -3.823 -6.487 0.44
H -5.699 -3.206 -5.532 0.40
H -6.541 -0.932 -7.270 0.36
H -5.234 -2.032 -7.661 0.39
H -3.553 0.586 -5.787 0.24
H -4.725 0.721 -7.115 0.32
H -3.363 -0.577 -7.075 0.30
H -7.571 -2.909 -4.471 0.25
H -8.236 -2.003 -5.574 0.26